[1]
88
Properties=species:S:1:pos:R:3:forces:R:3:lowdin_charge:R:1 method="wB97M-V/def2-TZVPD" s_squared=0.76 total_charge=+1 homo_ev="-10.3 / -11.0" multiplicity=2 e_lumo_ha="-0.07958 / -0.15823"
Zr -1.627 -1.414 0.944 0.83 0.03 -0.02 1.93
O -4.755 1.148 1.905 0.00 0.00 -0.04 0.13
C -3.923 0.317 2.144 0.01 0.03 0.04 -0.54
O -2.787 0.194 1.443 -0.11 -0.51 -0.25 -0.21
C -4.006 -0.646 3.321 0.10 -0.01 0.03 -0.08
C -2.646 -0.619 4.044 0.04 0.01 0.01 -0.22
C -2.748 -1.245 5.426 0.00 -0.01 0.00 -0.08
C -2.893 -2.747 5.084 0.08 -0.02 -0.01 -0.08
C -2.819 -2.734 3.562 -0.06 0.01 0.02 -0.23
O -1.894 -1.624 3.293 -0.16 -0.08 -0.18 -0.17
C -4.112 -2.175 2.953 -0.07 -0.10 0.09 -0.08
C -4.208 -2.398 1.441 -0.06 -0.01 0.10 -0.59
O -5.189 -2.029 0.828 -0.02 -0.13 -0.03 0.09
O -3.127 -2.909 0.888 0.11 0.62 0.09 -0.16
H -4.829 -0.329 3.955 0.01 0.02 0.01 0.16
H -2.114 0.327 3.989 -0.02 0.01 0.00 0.17
H -1.843 -1.055 6.000 0.00 0.00 0.00 0.12
H -3.595 -0.844 5.980 0.00 0.01 0.00 0.13
H -2.073 -3.328 5.499 0.00 0.00 0.00 0.12
H -3.828 -3.181 5.432 0.00 0.00 0.00 0.13
H -2.431 -3.629 3.090 -0.04 -0.01 0.02 0.16
H -4.998 -2.613 3.409 -0.04 0.06 -0.03 0.17
O -2.322 -0.905 -3.257 0.06 0.00 0.00 0.10
C -2.564 -0.851 -2.066 -0.21 -0.23 -0.08 -0.55
O -1.770 -1.225 -1.121 0.06 0.34 0.30 -0.19
C -3.930 -0.305 -1.624 0.15 -0.02 0.00 -0.14
N -4.807 -0.381 -2.850 -0.06 -0.05 -0.02 0.10
C -5.401 0.976 -3.094 0.00 0.04 0.01 -0.09
C -4.315 1.896 -2.569 0.00 0.00 -0.01 -0.13
C -3.874 1.196 -1.282 0.02 0.04 -0.01 -0.10
H -4.364 -0.921 -0.836 -0.01 0.01 0.02 0.13
H -5.509 -1.114 -2.769 0.00 -0.01 0.01 0.19
H -4.137 -0.631 -3.603 0.02 0.00 0.00 0.16
H -6.310 1.047 -2.500 0.00 0.01 -0.01 0.14
H -5.639 1.083 -4.149 0.00 -0.01 0.00 0.13
H -4.687 2.902 -2.394 -0.01 -0.01 0.01 0.13
H -3.495 1.952 -3.288 0.00 0.01 -0.01 0.12
H -4.553 1.412 -0.459 0.00 0.00 0.02 0.11
H -2.878 1.490 -0.958 0.00 -0.01 0.00 0.12
C 4.998 1.162 -5.966 -0.01 0.00 0.01 -0.04
C 4.079 1.067 -4.781 0.00 0.00 0.00 -0.25
C 3.850 -0.142 -4.144 -0.01 0.00 -0.02 0.00
C 2.995 -0.246 -3.049 -0.01 -0.02 0.04 -0.30
C 2.828 -1.595 -2.397 0.00 0.01 -0.01 -0.06
C 2.360 0.912 -2.597 0.19 -0.12 0.10 -0.40
Te 1.056 0.791 -0.926 -0.25 0.16 0.08 1.75
N 0.390 -0.678 1.025 -0.32 0.02 -0.14 -0.24
C 0.813 -1.885 1.320 -0.04 -0.05 -0.15 -0.58
O -0.108 -2.822 1.455 -0.17 0.03 0.08 -0.19
C 2.226 -2.282 1.490 0.01 -0.01 -0.04 -0.16
C 2.555 -3.620 1.690 -0.01 -0.01 -0.06 -0.01
C 3.883 -3.989 1.830 0.01 0.00 -0.01 -0.06
C 4.883 -3.027 1.772 -0.02 -0.01 0.00 -0.07
C 4.555 -1.689 1.584 0.01 0.00 0.00 -0.07
C 3.229 -1.318 1.447 -0.01 0.03 0.07 -0.03
C 2.217 2.006 0.331 0.09 -0.01 -0.08 -0.44
C 3.593 2.052 0.127 -0.01 0.00 -0.01 -0.14
C 4.387 2.844 0.940 -0.01 0.00 0.01 -0.07
C 3.797 3.589 1.950 -0.01 -0.01 0.00 -0.06
C 2.425 3.539 2.144 0.02 0.01 0.03 -0.03
C 1.604 2.748 1.345 -0.04 -0.01 -0.01 -0.30
C 0.119 2.720 1.576 0.03 -0.01 0.00 -0.07
C 2.564 2.152 -3.222 -0.06 0.02 0.02 -0.30
C 1.898 3.418 -2.752 0.01 -0.02 0.00 -0.06
C 3.423 2.201 -4.308 0.00 -0.01 -0.01 0.00
H 5.496 0.214 -6.160 0.00 0.00 0.00 0.08
H 5.761 1.924 -5.805 0.00 0.00 0.00 0.09
H 4.441 1.442 -6.862 0.00 0.00 0.00 0.09
H 4.347 -1.036 -4.505 0.00 0.00 0.00 0.12
H 2.812 -2.381 -3.150 0.02 -0.01 0.00 0.09
H 1.906 -1.678 -1.819 -0.01 -0.01 -0.02 0.03
H 3.657 -1.802 -1.716 -0.01 0.01 0.02 0.09
H 1.766 -4.358 1.722 0.00 0.00 0.01 0.12
H 4.141 -5.029 1.984 0.00 0.00 0.00 0.11
H 5.919 -3.318 1.882 0.00 0.00 0.00 0.11
H 5.333 -0.937 1.556 0.00 0.00 0.01 0.11
H 2.959 -0.276 1.338 0.00 -0.02 0.00 0.08
H 4.043 1.473 -0.671 0.01 0.00 0.00 0.11
H 5.457 2.879 0.783 0.00 0.00 0.00 0.11
H 4.407 4.214 2.590 0.00 0.00 0.00 0.11
H 1.974 4.129 2.933 0.00 0.00 0.00 0.12
H -0.150 3.336 2.432 0.00 0.00 0.00 0.08
H -0.225 1.701 1.764 -0.02 0.00 0.00 0.04
H -0.424 3.104 0.708 -0.01 -0.01 -0.01 0.08
H 0.856 3.250 -2.468 0.00 0.02 -0.01 0.05
H 1.909 4.170 -3.539 0.01 0.01 0.00 0.08
H 2.412 3.834 -1.882 -0.01 0.00 0.02 0.08
H 3.581 3.151 -4.807 0.00 0.00 0.00 0.13



[2]
83
Properties=species:S:1:pos:R:3:forces:R:3:lowdin_charge:R:1 method="wB97M-V/def2-TZVPD" total_charge=+1 homo_ev=-10.9 multiplicity=1 e_lumo_ha=-0.11453
Rh 1.024 0.667 -0.568 -0.22 0.42 0.00 1.04
C -0.575 0.910 -1.863 0.23 -0.22 0.33 -0.30
Si -1.600 -0.579 -1.545 -0.60 0.05 -0.53 0.61
C -0.324 -1.874 -1.086 0.01 -0.27 0.18 -0.19
N 0.775 -1.351 -0.207 -0.08 0.38 -0.36 -0.23
C 2.004 -2.173 -0.447 -0.06 -0.20 0.13 -0.17
C 1.854 -3.583 0.105 -0.04 0.02 -0.01 -0.15
C 1.579 -3.567 1.621 -0.01 -0.02 0.03 -0.16
C 1.349 -2.146 2.130 -0.05 -0.03 -0.02 -0.17
C 0.362 -1.401 1.246 0.03 -0.17 0.07 -0.15
C -2.946 -0.357 -0.257 0.00 0.01 0.09 -0.26
C -3.807 0.740 -0.378 0.03 0.02 0.03 -0.15
C -4.904 0.895 0.459 0.00 -0.01 0.00 -0.09
C -5.161 -0.048 1.446 -0.01 0.01 0.00 -0.08
C -4.329 -1.149 1.578 0.02 0.00 0.00 -0.07
C -3.241 -1.302 0.727 -0.02 0.03 0.02 -0.09
C -2.441 -1.213 -3.104 0.05 -0.21 0.03 -0.23
C -1.661 -1.722 -4.149 0.02 0.09 -0.03 -0.11
C -2.233 -2.201 -5.318 -0.01 0.01 0.01 -0.08
C -3.613 -2.180 -5.469 0.01 0.01 0.01 -0.08
C -4.407 -1.676 -4.450 0.00 0.00 0.00 -0.08
C -3.826 -1.203 -3.280 -0.03 -0.02 0.03 -0.08
H -1.084 1.839 -1.587 0.06 0.06 -0.07 -0.01
H -0.311 0.968 -2.917 0.06 0.07 0.01 0.01
H 0.138 -2.181 -2.026 -0.01 0.04 -0.03 0.09
H -0.765 -2.776 -0.648 0.13 -0.03 0.01 0.10
H 2.846 -1.681 0.025 0.05 0.06 0.06 0.11
H 2.184 -2.182 -1.518 0.00 0.02 -0.01 0.12
H 2.775 -4.121 -0.120 -0.01 0.00 -0.02 0.12
H 1.058 -4.103 -0.429 0.04 -0.02 0.00 0.11
H 2.405 -4.021 2.167 -0.01 -0.01 0.01 0.11
H 0.694 -4.169 1.842 0.01 -0.01 0.00 0.11
H 2.286 -1.594 2.208 0.04 0.00 -0.02 0.10
H 0.927 -2.176 3.136 0.03 0.06 0.02 0.13
H 0.213 -0.381 1.594 -0.02 0.02 0.03 0.08
H -0.605 -1.900 1.300 0.01 0.00 -0.05 0.10
H -3.626 1.482 -1.149 0.00 0.00 -0.01 0.11
H -5.566 1.744 0.333 0.00 0.00 0.00 0.11
H -6.017 0.067 2.098 0.00 0.00 0.00 0.11
H -4.535 -1.898 2.332 0.00 0.00 0.00 0.11
H -2.631 -2.193 0.829 -0.01 -0.01 -0.01 0.09
H -0.577 -1.735 -4.066 0.00 -0.02 0.01 0.09
H -1.605 -2.591 -6.109 0.00 0.00 0.00 0.11
H -4.065 -2.556 -6.377 0.00 0.00 0.00 0.11
H -5.483 -1.657 -4.563 0.00 0.00 0.00 0.11
H -4.472 -0.828 -2.494 0.02 -0.02 0.01 0.09
S 5.358 0.610 0.797 0.10 0.01 0.05 1.16
C 4.506 0.918 2.279 0.09 0.01 0.07 -0.45
C 5.027 1.092 3.559 -0.03 -0.01 -0.05 -0.07
C 4.141 1.335 4.587 -0.03 0.01 0.01 -0.07
C 2.762 1.407 4.346 0.02 0.00 0.02 -0.07
C 2.247 1.236 3.079 -0.03 -0.01 0.00 -0.02
C 3.134 0.984 2.032 -0.04 -0.01 -0.15 -0.29
N 2.801 0.773 0.696 0.02 -0.10 0.16 0.00
C 3.857 0.583 -0.043 0.05 -0.04 -0.40 -0.54
C 3.703 0.349 -1.484 0.06 0.12 0.22 -0.25
C 4.798 0.163 -2.318 0.07 -0.01 -0.08 -0.04
C 4.604 -0.032 -3.676 0.02 0.01 0.07 -0.07
C 3.312 -0.038 -4.178 -0.05 0.00 -0.02 -0.06
C 2.213 0.139 -3.341 0.05 -0.12 0.01 -0.09
C 2.382 0.331 -1.974 -0.04 -0.01 0.12 -0.19
H 6.092 1.040 3.740 0.00 0.00 0.00 0.12
H 4.516 1.477 5.592 0.00 -0.01 0.00 0.11
H 2.091 1.602 5.173 0.01 0.00 0.01 0.11
H 1.187 1.303 2.876 0.00 0.01 0.00 0.09
H 5.803 0.173 -1.910 0.00 0.02 -0.02 0.10
H 5.450 -0.173 -4.334 0.00 -0.01 0.01 0.11
H 3.151 -0.181 -5.239 0.00 -0.01 0.01 0.11
H 1.225 0.109 -3.777 0.00 0.01 -0.01 0.08
O -0.165 1.767 0.992 0.01 0.07 0.14 -0.63
S -1.425 2.632 0.946 0.13 -0.09 -0.12 1.00
C -2.268 2.370 2.534 -0.04 0.02 0.02 -0.29
C -1.952 3.563 3.432 0.03 -0.01 -0.02 -0.21
C -1.815 4.764 2.497 0.01 -0.04 0.03 -0.22
C -0.872 4.298 1.394 -0.05 0.08 0.02 -0.30
H -1.919 1.406 2.903 -0.04 -0.03 -0.03 0.10
H -3.330 2.288 2.298 0.02 0.00 0.02 0.08
H -1.009 3.397 3.956 0.00 0.01 0.01 0.12
H -2.729 3.708 4.182 -0.01 -0.01 0.00 0.12
H -1.424 5.647 3.000 0.02 0.00 -0.01 0.12
H -2.788 5.029 2.077 0.00 0.02 0.01 0.12
H 0.150 4.171 1.756 0.00 -0.02 -0.01 0.10
H -0.873 4.918 0.500 0.01 0.01 0.01 0.10



These records have total energy values of -65915.20732, -75560.83909 eV, in the order they appear.
These records have relative energy (zero: lowest compared OMol25 entry of this formula, charge and spin) values of 0.00, 0.00 kJ/mol, in the order they appear.